Density functional theory data (the ωB97M-V functional and the def2-TZVPD basis) for C2H4N2OS2 in the gas phase at a distorted geometry.

LUMO   -0.415 eV
E   -28834.24818 eV
HOMO-LUMO gap   8.439 eV
ΔE to the lowest compared entry with this formula, charge and spin   65.4 kcal/mol
Total charge   0

```
11
Properties=species:S:1:pos:R:3:forces:R:3:nbo_charge:R:1
S 0.08767 3.93059 -0.92117 0.228 -2.094 0.422 0.0388
S -1.16953 1.20371 -0.47598 1.572 0.393 0.568 0.3121
O -0.08167 -2.37035 0.98461 -0.767 -1.076 -0.987 -0.5559
N -0.70373 -1.14528 0.80511 -0.508 2.108 0.082 -0.3736
N 0.89346 -0.43407 -0.86263 -0.565 0.122 0.506 -0.6760
C -0.12963 -0.22602 -0.14909 -0.349 -1.464 0.178 0.2506
C 0.24389 2.30303 -0.64221 -0.302 1.223 -0.635 -0.4624
H 1.33366 -1.27097 -0.51022 0.452 -0.507 -0.014 0.3607
H -0.87567 -0.77814 1.74536 0.003 0.352 -0.672 0.3744
H 1.22014 1.73903 -0.63535 -1.118 0.735 0.101 0.2485
H -0.81858 -2.95153 0.66159 1.353 0.209 0.451 0.4828
```
Forces are in eV/Å.

Density functional theory data (the ωB97M-V functional and the def2-TZVPD basis) for C8H15NO4 in the gas phase at a distorted geometry.

LUMO   0.722 eV
E   -18219.82372 eV
HOMO-LUMO gap   10.250 eV
ΔE to the lowest compared entry with this formula, charge and spin   0.0 kcal/mol
Total charge   0

```
28
Properties=species:S:1:pos:R:3:forces:R:3:nbo_charge:R:1
O 0.64586 -0.72881 -2.84588 -0.087 0.985 -0.354 -0.7372
O -0.22109 -1.86536 0.63938 -0.091 0.489 -0.217 -0.4680
O -1.10416 0.52882 -1.08154 -0.225 -0.086 -0.610 -0.7784
O 1.76180 -2.12092 -0.41701 0.570 -1.796 0.235 -0.6548
N 0.89951 -0.08901 -0.26241 -0.528 -0.431 2.580 -0.4915
C 1.53401 0.38134 -2.61431 0.048 -0.713 -0.461 -0.0851
C -0.54742 -0.51731 2.56877 -0.554 -0.184 -0.305 -0.6308
C 1.85617 0.53621 -1.13186 0.755 0.587 0.432 -0.2471
C 0.87692 -1.44504 0.02935 1.803 1.148 -2.511 0.8957
C -0.26970 1.86986 0.75898 0.640 -0.535 0.798 -0.6415
C -0.88711 -0.67220 1.05903 -1.455 1.169 1.975 0.2269
C -2.41482 -0.77103 1.00781 0.168 -0.033 -1.296 -0.6235
C -0.35773 0.46854 0.14005 0.108 0.096 -1.631 0.4056
H -0.64454 -0.03547 -1.78858 -0.769 0.691 1.358 0.5095
H 2.47334 0.19738 -3.16614 -0.401 0.347 0.104 0.1807
H 0.48202 1.82032 1.60464 -0.971 0.218 -0.820 0.2202
H 1.94722 1.63393 -0.86188 -0.029 -1.315 -0.253 0.2133
H 0.49230 -0.32478 2.74290 0.741 -0.081 0.024 0.2134
H -2.82037 -0.95405 0.00056 0.416 -0.086 0.303 0.2394
H 1.05304 1.28335 -2.97124 -0.254 -0.090 -0.391 0.1886
H 2.82895 0.04657 -1.01266 -0.242 0.178 0.614 0.2345
H -2.70620 -1.57052 1.65805 -0.389 -0.393 0.423 0.2152
H -1.09027 0.32701 2.98044 -0.164 0.110 0.085 0.2132
H -0.85569 -1.42870 3.12950 0.252 0.569 -0.549 0.2272
H -2.87943 0.16798 1.32399 0.275 -0.123 0.195 0.2203
H -1.24871 2.20665 1.12870 0.333 -0.143 -0.076 0.2295
H 1.10558 -1.54430 -2.64279 0.215 -0.298 0.265 0.4972
H 0.09051 2.59953 0.02415 -0.164 -0.283 0.083 0.2276
```
Forces are in eV/Å.

Density functional theory data (the ωB97M-V functional and the def2-TZVPD basis) for a 2-piece molecular cluster, CH3ClO2S overall at a distorted geometry.

LUMO (alpha / beta)   -2.663 / -2.663 eV
E   -28534.46114 eV
HOMO-LUMO gap (alpha / beta)   6.850 / 6.830 eV
ΔE to the lowest compared entry with this formula, charge and spin   97.2 kcal/mol
Total charge   0

```
8
Properties=species:S:1:pos:R:3:forces:R:3:nbo_charge:R:1
Cl -3.12766 0.95317 -0.26200 0.220 -0.173 0.070 -0.0928
S -2.05613 -0.47417 0.61367 1.924 0.002 -1.670 0.2795
O 1.17126 0.85317 0.45765 -2.602 1.056 -0.537 -0.7288
O -0.17606 -0.57873 -0.79160 -4.560 -0.103 0.343 -0.5021
C 0.82258 -0.45603 -0.01645 5.867 0.361 0.461 0.2066
H 1.02865 -1.21245 0.79212 -0.571 0.697 -0.379 0.1617
H 1.79777 -0.52796 -0.71838 -1.694 -0.907 0.528 0.2021
H 0.53960 1.44300 -0.07501 1.418 -0.932 1.184 0.4739
```
Forces are in eV/Å.

Density functional theory data (the ωB97M-V functional and the def2-TZVPD basis) for C31H60Br2F2NO15S5Si as an isolated structure at a distorted geometry.

LUMO   -3.114 eV
E   -272885.51106 eV
HOMO-LUMO gap   8.186 eV
Total charge   +1

```
117
Properties=species:S:1:pos:R:3:forces:R:3:lowdin_charge:R:1
Br -2.81788 0.33200 -3.99279 1.537 0.051 0.407 0.7383
Br -1.53537 -2.02507 -5.79615 1.646 0.163 0.850 0.8083
S -4.30055 -2.53171 -8.61506 0.102 0.566 -0.644 0.5732
S 3.90871 -0.82520 -6.82010 -0.402 1.951 -3.934 0.7132
S -1.99882 4.28765 7.76246 0.372 0.642 0.497 0.5773
S -5.37921 0.41608 6.42797 -0.313 0.233 -0.700 0.5865
S 0.37267 1.12636 3.75938 -0.991 0.296 0.457 0.5724
Si 4.42113 -1.15858 0.36598 -0.618 -0.207 0.135 0.5910
F 5.45508 -3.76254 -3.32727 -0.609 1.389 -1.164 0.0892
F 6.17753 -1.99802 -4.51788 -1.376 -0.564 0.172 0.0535
O -5.92642 1.22164 7.47737 0.310 -0.304 0.110 -0.2711
O -1.84855 3.03750 8.44513 -0.223 -0.024 -0.410 -0.2732
O -0.90394 0.81662 4.66801 0.286 0.298 -0.745 -0.2622
O -6.56853 -0.41734 5.74398 0.507 0.337 -0.118 -0.2638
O 1.36401 1.78434 4.55682 0.172 -0.305 -0.310 -0.2741
O 0.68727 -0.03969 2.97967 0.317 0.105 0.154 -0.2978
O 2.69798 -1.03017 -7.63372 0.639 -0.877 2.160 -0.3163
O 2.79875 -2.87140 -3.42959 -0.252 0.847 -0.081 -0.0531
O -2.76958 4.39879 6.55463 -0.088 -0.361 0.171 -0.2911
O -2.50670 5.38951 8.80853 0.438 -0.148 -0.512 -0.2608
O -3.97699 -2.37073 -10.17611 0.173 0.226 0.661 -0.2608
O -4.26023 -0.45726 6.64737 -0.266 0.053 0.290 -0.2837
O -3.48144 -3.58062 -8.07318 -0.256 -0.006 0.055 -0.3084
O 4.41752 0.52820 -7.04753 0.077 -1.474 1.537 -0.3071
O -5.71938 -2.51583 -8.43301 0.255 -0.313 0.199 -0.2630
N 2.13187 -0.36507 -4.87009 -0.133 0.522 0.692 0.0956
C -3.64565 -0.97861 -8.09422 -0.031 0.174 -0.207 -0.1785
C -0.39552 4.97291 7.48138 0.015 0.110 0.003 -0.1149
C 7.31023 1.95719 -0.58675 -2.386 0.090 0.581 -0.0706
C -3.90573 5.43200 9.12673 -0.895 -0.132 0.403 -0.2558
C -0.90964 -0.03394 -3.84479 1.056 -0.602 -0.238 -0.6918
C 1.64890 -2.06719 -3.20166 -0.649 0.718 -0.494 -0.0935
C -0.06851 0.80504 -2.83295 -1.440 0.472 0.361 -0.0995
C -0.39466 2.32648 2.71358 -0.092 0.002 -0.041 -0.1173
C -4.29219 4.34140 10.10735 0.133 -0.314 -0.075 -0.0687
C -0.87836 -0.34235 5.52119 -0.003 -0.755 0.923 -0.2427
C 4.61136 -1.85812 2.11506 -0.015 -0.695 0.302 -0.1801
C 3.73858 -2.36098 -4.36173 0.917 -1.614 -1.015 -0.1952
C 6.50235 3.16216 -0.40340 -0.460 -1.210 0.268 -0.0782
C 2.52493 -0.90481 0.10002 0.332 0.693 -0.189 -0.1799
C 5.16130 -2.01747 -7.38488 1.136 -0.404 0.006 -0.1093
C 3.49905 -0.95229 -5.00286 1.836 0.569 0.557 -0.2047
C 5.26236 -1.59920 -2.34777 0.348 -0.507 0.425 -0.1336
C 5.15738 -2.44665 -3.66308 0.530 0.613 1.864 -0.3989
C 6.68275 0.67557 -0.33702 -0.531 0.563 0.064 -0.1034
C -0.34160 -1.02406 -4.58955 -1.189 0.703 -0.030 -0.6020
C 1.14670 -1.45366 -4.57919 -1.380 -1.467 0.188 -0.2376
C -7.01470 -1.61880 6.38694 -0.428 -0.622 0.533 -0.2613
C 5.28566 0.50774 0.08498 1.111 3.114 -0.322 -0.2452
C 5.12391 3.08359 0.05205 0.815 -2.197 -0.242 -0.0748
C -4.06367 -3.53294 -11.01406 -0.294 -0.733 -0.601 -0.2573
C -5.50132 -3.86874 -11.36114 -0.210 0.008 0.253 -0.0716
C 4.53598 1.76502 0.28944 1.642 -0.409 -0.605 -0.0856
C -7.92016 -1.32117 7.56683 0.100 0.217 0.210 -0.0729
C -0.06415 -0.09138 6.77548 0.329 0.216 -0.075 -0.0587
C 4.97812 -2.39824 -1.01293 0.455 0.677 0.387 -0.2196
C -5.01927 1.46078 5.05046 -0.008 -0.008 -0.110 -0.1126
H -4.09200 6.40651 9.57964 0.335 0.041 -0.137 0.1225
H -2.57494 -0.96810 -8.28414 -0.074 0.010 -0.054 0.0437
H 0.12387 5.05440 8.43405 -0.063 -0.032 -0.025 0.0781
H -1.91313 -0.54914 5.80290 0.005 0.302 -0.279 0.1017
H -0.79292 3.12867 3.33213 0.026 -0.062 0.012 0.0753
H -8.35784 -2.24217 7.95555 0.025 -0.005 -0.096 0.0821
H 2.43213 -0.13219 -0.71814 -0.154 -0.656 0.649 0.0092
H 2.16476 0.25465 -4.04079 -0.147 -0.251 -0.370 0.1595
H -5.53921 -4.66563 -12.10552 0.087 0.055 -0.001 0.0836
H -4.24935 2.16767 5.36149 -0.034 -0.057 0.135 0.0645
H 0.73437 1.42809 -3.30933 -0.630 -0.649 0.365 0.0866
H -6.05056 -4.20291 -10.47972 0.030 -0.011 -0.049 0.0728
H -1.18691 1.84292 2.14553 0.025 -0.003 0.069 0.0724
H 4.09891 -2.86551 2.12542 0.479 0.920 0.008 0.0476
H -0.50949 -1.21658 4.97911 0.046 0.201 -0.194 0.1157
H 2.02662 -1.85595 -0.22397 0.313 0.845 0.510 0.0421
H -3.51782 -3.29837 -11.92860 0.093 0.272 0.219 0.1230
H -6.16310 -2.23404 6.68735 0.093 0.181 -0.062 0.1148
H 2.06740 -0.46487 1.03275 0.219 -0.652 -0.986 0.0242
H -0.16882 -0.92415 7.47233 -0.101 0.019 -0.064 0.0873
H -6.01951 -2.99144 -11.75200 0.085 -0.046 -0.062 0.0867
H -5.32234 4.47456 10.44145 0.043 0.079 -0.039 0.0836
H -0.38676 0.82817 7.26782 -0.121 -0.110 0.022 0.0745
H 6.33245 -1.25923 -2.28570 -1.137 -0.144 -0.273 0.1207
H -4.50934 5.37785 8.21760 0.203 -0.040 -0.073 0.1148
H 8.36797 2.02469 -0.93858 -1.131 -0.080 0.430 0.1057
H -3.63172 4.35149 10.97627 -0.067 0.098 -0.015 0.0860
H 0.36707 2.71723 2.03996 0.054 -0.062 0.091 0.0695
H -5.92453 1.99459 4.76800 0.020 -0.042 0.058 0.0768
H -3.83990 -0.87740 -7.02803 -0.097 -0.070 -0.066 0.0273
H 4.48626 3.98004 0.21984 0.799 -0.719 -0.207 0.0987
H 6.96123 4.15748 -0.61754 -0.497 -0.986 0.267 0.1023
H -4.21023 3.35424 9.64971 -0.055 0.045 0.009 0.0691
H 1.85308 -1.20402 -2.49830 0.020 -0.909 -0.605 0.0964
H 4.87223 -2.40401 -8.39983 -0.236 0.548 1.124 0.0998
H 6.12127 -1.44455 -7.50685 -1.054 -0.355 0.334 0.0960
H 4.16047 -3.15332 -1.09385 0.844 0.407 -0.098 0.0825
H -0.50716 5.94909 7.01389 -0.034 -0.044 0.043 0.0751
H -4.65661 0.84641 4.22860 -0.037 -0.014 0.061 0.0727
H 4.20619 -0.22147 -4.51437 -0.623 -0.660 -0.697 0.1598
H 3.79895 -3.11361 -5.20571 -0.259 0.691 0.750 0.1674
H -4.14518 -0.18093 -8.64089 -0.024 -0.088 -0.009 0.0809
H -3.56063 -4.38295 -10.54691 0.005 0.153 0.159 0.1154
H 4.09445 -1.23941 2.89804 0.545 -0.408 -0.817 0.0472
H -7.36656 -0.84208 8.37565 -0.020 -0.043 -0.030 0.0721
H -7.57233 -2.18359 5.63873 0.154 0.246 -0.191 0.1217
H 0.30009 0.18470 -1.97426 -0.151 0.501 -0.907 0.0804
H 5.67342 -2.03774 2.42152 -0.858 0.251 -0.230 0.0404
H -8.72237 -0.64065 7.27623 0.003 -0.102 -0.046 0.0857
H 4.62598 -0.67567 -2.37278 0.460 -0.674 -0.305 0.1048
H 5.36809 -2.86853 -6.69603 -0.388 0.709 -0.475 0.0672
H 0.99591 0.02189 6.54015 -0.031 -0.051 0.017 0.0712
H 0.14377 4.29703 6.81816 -0.109 -0.067 0.037 0.0718
H 0.85343 -2.68660 -2.72086 0.753 0.329 -0.599 0.1670
H 5.93997 -2.85433 -0.64330 -1.068 0.022 -0.606 0.0942
H 3.48280 1.64747 0.63200 0.877 0.452 -0.270 0.0825
H 7.30340 -0.24499 -0.49534 -0.579 0.945 0.215 0.0995
H 1.85854 0.25926 -5.65411 0.215 -0.639 -0.141 0.1962
H -0.77712 1.54823 -2.37049 0.843 -0.645 -0.436 0.0814
H 1.25197 -2.19919 -5.41780 0.031 0.685 0.918 0.1522
```
Forces are in eV/Å.